# 1
# C6H13N

A molecular structure, C6H13N (ωB97M-V with the def2-TZVPD basis set, the Open Molecules 2025 dataset).

XYZ file:
```
20
Properties=species:S:1:pos:R:3:forces:R:3:lowdin_charge:R:1
C 2.049946 1.116495 -0.592476 -2.863 -0.449 -0.249 -0.1094
C 1.806299 -0.470838 -0.296062 0.694 1.752 -0.553 -0.2463
C 0.933413 -0.831133 0.922741 0.417 1.861 -1.127 -0.1887
N -1.210011 -1.109990 -1.206337 2.000 0.088 1.627 0.0684
C -1.311350 -0.289269 -0.191405 -3.602 -2.607 2.314 -0.4973
C -0.271576 0.114266 0.804210 -0.712 0.031 -0.478 -0.1201
C -2.688654 0.281043 0.243989 1.251 0.665 -0.121 -0.0381
H 2.923729 1.180952 -1.226415 0.286 0.337 0.151 0.0451
H 1.152766 1.535593 -1.227019 1.674 -0.822 0.948 0.0859
H 2.040727 1.802491 0.292928 0.571 -0.819 -0.557 0.0700
H 1.257785 -0.835234 -1.199600 1.022 -0.161 0.648 0.0912
H 2.836513 -0.821556 -0.125441 -0.488 -0.576 -0.551 0.0919
H 1.570599 -0.742235 1.822017 -0.853 0.241 -0.129 0.1137
H 0.590665 -1.854076 0.792607 -0.106 -0.120 0.162 0.1012
H -1.732413 -1.986300 -1.180840 -0.663 1.058 -0.491 0.0562
H -0.403790 0.669082 -0.229519 2.222 1.680 -0.195 0.1178
H -0.504094 0.987646 1.500966 0.116 -1.660 -0.877 0.1528
H -3.452660 -0.196758 -0.301323 -0.886 -0.097 -1.204 0.0534
H -2.661114 1.376033 0.130047 -0.409 -0.309 -0.157 0.0884
H -2.926777 0.073785 1.266939 0.327 -0.093 0.841 0.0639
```
Forces are in eV/Å.

Its total energy is -291.0068 a.u. Its energy relative to the best compared isomer or geometry (same formula, charge and spin) is 95.4 kcal/mol. The calculation puts the HOMO-LUMO gap at 0.319 Eh. The value obtained for the HOMO energy is -7.763 eV.



# 2
# C6H13N

2 unconnected molecules or ions with the total composition C6H13N (ωB97M-V with the def2-TZVPD basis set, the Open Molecules 2025 dataset).

XYZ file:
```
20
Properties=species:S:1:pos:R:3:forces:R:3:lowdin_charge:R:1
C 2.057697 0.113880 -1.543512 -0.003 0.002 -0.035 -0.0512
C 1.182662 0.134561 -0.309564 0.213 -0.044 0.042 -0.2405
N -0.037194 0.944757 -0.367868 -0.143 -0.211 0.080 -0.0969
C -0.472687 1.900245 0.543880 -0.026 0.250 -0.107 -0.0733
C -0.197967 -0.368311 -0.291922 -0.025 0.104 -0.200 -0.2861
C -0.994839 -0.389085 1.944202 -0.074 -0.152 0.109 -0.0946
C -1.014045 -1.433287 -0.916163 -0.046 -0.017 0.062 -0.0283
H 2.703371 0.996038 -1.611244 -0.075 -0.105 0.063 0.0733
H 2.696229 -0.776649 -1.536805 -0.071 0.137 0.012 0.0754
H 1.432842 0.074866 -2.442178 0.114 0.033 0.124 0.0779
H 1.705928 0.136111 0.654759 -0.107 -0.017 -0.109 0.1441
H -1.499734 2.226494 0.363518 0.132 -0.036 0.039 0.0715
H -0.621347 0.820789 1.513487 -0.001 -0.068 0.010 0.0453
H 0.222427 2.730231 0.676354 -0.071 -0.122 -0.032 0.0661
H -0.546250 -1.384201 1.872541 -0.005 0.147 0.003 0.0184
H -0.926609 -0.101962 3.003066 0.007 0.005 -0.163 0.0228
H -2.059620 -0.467907 1.694364 0.175 -0.030 0.017 0.0270
H -0.957857 -1.365532 -2.010375 -0.015 -0.023 0.140 0.0847
H -2.063458 -1.383848 -0.612617 0.122 0.023 -0.040 0.0771
H -0.609551 -2.407189 -0.623924 -0.101 0.126 -0.014 0.0874
```
Forces are in eV/Å.

Its total energy is -290.9700 a.u. Its energy relative to the best compared isomer or geometry (same formula, charge and spin) is 118.4 kcal/mol. The calculation puts the HOMO-LUMO gap (spin up / spin down) at 0.304 / 0.304 Eh. The value obtained for the HOMO energy (spin up / spin down) is -7.366 / -7.366 eV.



# 3
# C6H13N

A gas-phase ion, C6H13N (charge +1) (ωB97M-V with the def2-TZVPD basis set, the Open Molecules 2025 dataset).

XYZ file:
```
20
Properties=species:S:1:pos:R:3:forces:R:3:lowdin_charge:R:1
C -1.780262 -0.283873 2.223200 0.056 -2.664 -0.888 -0.0636
C -1.631057 0.000433 0.692346 -0.268 -2.098 -0.876 -0.1091
N -0.390227 -0.436246 -0.202631 0.146 3.605 2.451 0.0112
C -0.233186 0.285673 -1.488811 0.790 -0.730 -0.892 -0.0891
C 1.334657 0.787811 -1.606381 -2.154 1.706 1.754 -0.1220
C 2.039120 -0.025676 -0.510030 -1.612 -3.733 0.332 -0.1293
C 0.843966 -0.362331 0.561373 3.156 -4.213 -3.005 -0.1299
H -1.894193 0.567429 2.838073 -0.180 1.271 0.142 0.0653
H -1.001664 -0.872968 2.723970 0.104 0.029 -0.502 0.0815
H -2.695236 -0.912882 2.307896 0.591 0.566 0.173 0.0938
H -2.421607 -0.652077 0.147617 0.654 2.282 0.718 0.1601
H -1.542887 1.101605 0.655955 -0.752 -0.484 -1.048 0.1334
H -1.013262 1.141620 -1.586618 1.155 -1.962 -0.145 0.1607
H -0.254548 -0.579360 -2.251983 -0.707 1.489 0.638 0.1694
H 1.638775 0.656169 -2.621725 0.427 -0.400 -0.460 0.0937
H 1.288017 1.939173 -1.455489 0.389 -1.947 0.146 0.1437
H 2.918805 0.269780 0.041928 0.058 0.899 -0.184 0.1058
H 2.321439 -1.107433 -0.838165 -0.354 1.984 -0.209 0.1403
H 1.093883 -1.385661 1.089566 -0.786 2.288 -0.571 0.1846
H 0.854631 0.476102 1.137213 -0.712 2.111 2.425 0.0996
```
Forces are in eV/Å.

Its total energy is -290.7838 a.u. Its energy relative to the best compared isomer or geometry (same formula, charge and spin) is 59.6 kcal/mol. The multiplicity is 2. Its expectation value of S² is 0.75. Its total charge is +1. The calculation puts the HOMO-LUMO gap (spin up / spin down) at 0.469 / 0.315 Eh. The value obtained for the HOMO energy (spin up / spin down) is -15.623 / -15.754 eV.



# 4
# C6H13N2

A gas-phase ion, C6H13N2 (charge +1) (ωB97M-V with the def2-TZVPD basis set, the Open Molecules 2025 dataset).

XYZ file:
```
21
Properties=species:S:1:pos:R:3:forces:R:3:lowdin_charge:R:1
C 2.830055 1.237252 -0.477781 0.857 -0.209 0.085 0.0424
C 1.940100 0.279011 -0.470274 -0.234 -2.682 -0.102 -0.1501
C 1.004218 -0.060722 0.723683 -0.822 2.026 -0.953 -0.3599
C -0.387184 0.616793 0.331510 2.575 -0.317 0.268 0.0714
C -2.671100 0.940654 -0.371361 -1.207 -2.320 1.888 0.0289
C -1.457956 -1.349115 -0.450750 -1.552 -0.537 1.824 0.0167
N -1.448046 0.100127 -0.160481 1.049 0.834 0.802 -0.1242
N 1.031282 -1.439388 0.980755 1.389 -1.650 -1.053 0.0105
H 3.719672 1.178055 -1.131299 -0.877 0.594 0.234 0.0959
H 2.746751 1.915378 0.345046 0.529 0.824 0.108 0.0689
H 2.054608 -0.593993 -1.179057 -0.463 1.077 0.560 0.1330
H 1.388469 0.402399 1.652005 -0.534 0.964 -0.683 0.1543
H -0.176826 1.689307 0.384899 -1.167 0.001 0.158 0.1547
H -2.444308 1.945028 -0.360784 0.990 2.233 0.838 0.0627
H -2.980886 0.854412 -1.374212 -0.889 -1.018 -1.100 0.0861
H -3.507832 0.710555 0.448045 1.935 0.230 -2.038 0.1684
H -0.619460 -1.941552 0.004095 -0.768 1.188 -0.342 0.0929
H -2.422746 -1.640255 0.023624 0.580 -0.495 -0.793 0.1170
H -1.450661 -1.471477 -1.503589 -0.307 -0.133 -1.018 0.0955
H 1.960942 -1.782183 0.622464 -1.435 -0.041 1.075 0.1318
H 0.890913 -1.590276 1.963472 0.351 -0.568 0.242 0.1030
```
Forces are in eV/Å.

Its total energy is -345.5947 a.u. Its energy relative to the best compared isomer or geometry (same formula, charge and spin) is 63.5 kcal/mol. As for the SMILES: C=C[C@H](N)C=[N+](C)C. Its total charge is +1. The calculation puts the HOMO-LUMO gap at 0.355 Eh. The value obtained for the HOMO energy is -13.716 eV.



# 5
# C6H13N2

2 unconnected molecules or ions with the total composition C6H13N2 (ωB97M-V with the def2-TZVPD basis set, the Open Molecules 2025 dataset).

XYZ file:
```
21
Properties=species:S:1:pos:R:3:forces:R:3:lowdin_charge:R:1
C 0.317060 2.140864 -0.689234 0.095 0.201 -1.004 -0.0981
C -0.895764 1.258957 -0.526144 -1.788 -1.700 -0.759 -0.0657
C 1.184373 0.218170 -0.077405 -0.798 -1.165 -3.408 -0.1565
C 1.674729 -1.137198 -1.680962 -2.206 3.206 3.172 0.1613
C -0.403231 0.687991 1.843984 3.360 3.563 -1.898 0.0419
C -0.845144 -1.133491 0.345162 -1.477 -1.223 -1.339 -0.0287
N 1.392356 1.486308 -0.547078 0.607 1.230 -0.085 0.0759
N -0.319832 0.242478 0.390260 1.635 -1.573 1.037 -0.2907
H 0.350057 3.177197 -1.025125 -0.351 -0.278 0.039 0.1334
H -1.851568 1.658086 -0.046432 1.314 -0.341 -1.013 0.1641
H -1.109237 0.579364 -1.495726 0.166 2.162 1.760 0.1822
H 1.905391 -0.059606 0.610493 0.740 -0.777 1.920 0.1075
H 2.467630 -0.529098 -2.050368 0.416 0.249 -0.529 0.0299
H 0.666097 -0.929622 -2.111037 1.230 -1.269 -0.115 0.0434
H 2.006782 -1.967271 -1.065242 -0.631 -0.331 -0.543 0.0466
H 0.254085 0.058658 2.394537 1.139 0.049 0.451 0.1014
H -0.223380 1.882409 1.924730 -0.152 -3.162 -0.086 0.1832
H -1.294001 0.425940 2.197011 -4.128 -0.561 1.156 0.0459
H -0.239411 -1.931281 0.742823 0.818 0.428 0.451 0.1168
H -1.792240 -1.215342 0.806787 -0.934 0.441 1.318 0.0930
H -1.192542 -1.536518 -0.616768 0.946 0.850 -0.527 0.1132
```
Forces are in eV/Å.

Its total energy is -345.5268 a.u. Its energy relative to the best compared isomer or geometry (same formula, charge and spin) is 106.2 kcal/mol. Its total charge is +1. The calculation puts the HOMO-LUMO gap at 0.356 Eh. The value obtained for the HOMO energy is -13.505 eV.



# 6
# C6H13N2O

2 unconnected molecules or ions with the total composition C6H13N2O (ωB97M-V with the def2-TZVPD basis set, the Open Molecules 2025 dataset).

XYZ file:
```
22
Properties=species:S:1:pos:R:3:forces:R:3:lowdin_charge:R:1
O -0.212478 0.103263 4.006669 0.212 0.027 0.914 -0.0946
C -2.027178 1.612854 3.396179 -0.165 -0.044 0.093 -0.0561
C -0.717179 0.272588 1.711441 0.031 -0.109 -0.262 -0.0672
C -0.670468 1.037366 3.018734 0.007 0.447 -0.471 -0.5017
H -0.200154 0.564017 4.871508 0.013 -0.454 -0.666 0.1122
H -2.766211 0.798254 3.478980 0.215 0.312 -0.017 0.0900
H -2.372150 2.323987 2.626835 0.149 -0.248 0.348 0.0938
H -1.974354 2.139648 4.363812 -0.068 -0.129 -0.355 0.0856
H -1.027097 0.934645 0.885453 0.148 -0.320 0.327 0.0951
H 0.274761 -0.146703 1.472980 -0.330 0.184 0.012 0.0773
H -1.440482 -0.556614 1.787992 0.178 0.278 -0.062 0.0848
H 0.064012 1.863466 2.929436 -0.232 -0.373 0.091 0.1453
C 2.145486 -4.552675 3.018008 0.472 0.423 -0.072 -0.0269
C 2.143675 -3.190537 3.161035 0.265 -0.470 -0.116 -0.0186
C 0.087518 -3.926266 3.583945 0.388 0.218 -0.074 -0.0389
N 0.865400 -4.971267 3.285424 -0.728 -0.897 0.082 0.0962
N 0.862542 -2.839993 3.509217 -0.691 0.365 0.218 0.1175
H 2.945788 -5.242901 2.751168 -0.410 0.342 0.136 0.1431
H 2.942133 -2.457885 3.043597 -0.413 -0.362 0.064 0.1454
H -0.971940 -3.954442 3.838585 0.500 0.029 -0.118 0.1703
H 0.535147 -5.952961 3.262953 0.373 1.057 0.020 0.2006
H 0.529752 -1.875894 3.691044 0.087 -0.275 -0.090 0.1466
```
Forces are in eV/Å.

Its total energy is -420.9530 a.u. Its energy relative to the best compared isomer or geometry (same formula, charge and spin) is 0.0 kcal/mol. Its total charge is +1. The calculation puts the HOMO-LUMO gap at 0.392 Eh. The value obtained for the HOMO energy is -13.657 eV.